Entry from OMol25: a structure of composition H41O21 at a distorted geometry (wB97M-V/def2-TZVPD).

```
62
Properties=species:S:1:pos:R:3
H -2.9660 -1.2942 2.1227
O 0.8505 -3.9736 1.8619
O 2.9126 -2.2554 2.0328
O 3.3721 -3.2441 -1.2430
H 1.5248 4.9924 -0.0958
O 0.5070 3.5700 0.7737
H -2.2564 -0.9516 -0.0057
H 0.7819 -0.8397 0.6569
H 0.4962 2.6611 0.3871
H 1.9610 -2.2834 2.3236
O 0.5342 -1.5325 1.3652
H 0.8593 -4.7371 1.3129
H 3.6200 3.3374 -1.8201
H 2.7271 2.7932 -2.9470
H -2.8128 -2.4071 -0.4564
O -2.0533 3.2301 -2.4063
H 1.8911 0.4423 0.0593
H 2.4075 4.3602 -1.2647
H 4.2130 -2.7202 -1.3563
O 0.9259 1.5420 2.5505
O -1.1159 -2.1649 -1.1627
O -0.0658 0.1768 -0.8147
O -0.5703 -0.3425 -3.2392
H 3.9041 0.2780 2.3507
H 2.7848 -2.5702 -0.6548
O -2.6046 -0.0782 -4.7501
H -1.7764 -0.4902 5.1191
H -0.0450 0.9963 -1.0174
H -1.7175 -0.2114 -4.0756
H -0.0756 -2.4729 -4.6042
O -2.8512 -1.6851 0.2015
H -2.4704 3.4634 0.7831
H 1.6440 1.9519 2.1390
O -0.8581 -0.3569 5.2984
H -0.3034 -0.3308 4.4910
H 3.1036 -2.9588 2.6077
H -4.0552 -0.9036 3.0638
O 2.8198 3.0058 -1.9974
H -0.5162 3.6428 0.7169
H -0.3369 -1.3054 1.5863
O -3.1076 -1.0750 3.0984
O 2.7541 -0.1910 0.2549
O -5.1895 -0.8724 -0.4565
H 2.1987 -0.9718 0.1949
H -1.2732 3.8582 -2.5124
H 0.0450 -3.6204 2.1481
H -1.9510 2.8910 -3.3050
O 3.0213 0.7815 2.8091
H -5.0498 -1.1633 -1.3556
H -2.5033 0.6673 -4.9314
H -0.2911 -3.2374 -3.1506
O -0.0215 -3.3021 -4.1879
H -0.8071 -1.6875 -1.8626
O 2.3640 5.0275 -0.5069
H 0.0784 0.1440 -3.7389
H -1.7441 2.7287 2.0078
H 1.1731 0.8407 3.1909
H -0.1934 -0.1579 -1.9999
H -0.3186 -2.4168 -0.8453
H 3.1002 0.3349 3.6683
H -4.5760 -0.3215 -0.0719
O -2.0984 3.4094 1.6595
```

orbital gap = 0.3419 Eh
energy above the lowest of the compared OMol25 structures with the same formula, charge and spin = 11.1219 eV
total charge = -1



Entry from OMol25: a cluster of 21 separate species, H41O21 in total at a distorted geometry (wB97M-V/def2-TZVPD).

```
62
Properties=species:S:1:pos:R:3
H -0.0548 3.7115 1.4439
H -1.9239 -2.9262 2.9839
H -0.9030 -4.4401 -2.4177
O -1.6557 -1.5285 -1.1469
H 1.6863 4.5836 -0.9116
O -2.8977 3.5589 0.9227
H 3.2764 0.2724 4.3233
H -0.5221 2.1036 3.2223
H 4.1249 -0.3999 0.1466
H -2.1902 -3.6819 -2.4248
H 0.8495 0.8095 -4.2120
H -2.4657 1.5196 -0.7689
H 0.4505 1.0011 -0.2160
H 0.9146 0.2923 -2.2546
H 3.1119 -2.0579 1.6789
H 0.7666 3.4306 -0.9063
H -1.3029 4.1060 2.3325
O 1.1926 4.0546 -0.2780
O -0.3607 3.4921 -2.3781
O 2.5601 0.0906 3.7162
O -1.2142 -1.6737 3.8460
H -0.5028 3.0013 -3.2043
H -1.6138 -0.4879 -1.0545
O -0.7662 1.1765 3.4208
H -2.9558 2.6415 1.1807
H 1.6943 -4.7348 0.0682
O 2.3869 -4.9112 0.7331
O 3.7114 0.4080 -0.1095
O -2.2278 -3.7503 2.5389
H 2.2505 -1.3183 0.8793
H 3.4597 2.2888 -1.2755
O -1.6849 1.0553 -1.0716
H 4.3919 1.6588 -2.1725
H -0.3043 -1.9312 3.7411
H -2.9373 0.2283 -2.2123
H -2.7285 3.7553 0.0035
H 2.4238 -3.9431 0.8989
O -0.4232 3.7205 2.3374
O 1.6445 -0.0831 -2.7608
H -2.1885 -3.5849 1.5931
H -0.3023 -3.5326 0.0195
O 3.5118 2.0519 -2.1876
O -1.6494 -0.3662 1.3382
H -0.7167 2.7951 -1.8045
O 0.0406 1.3343 -4.3818
H -3.9352 1.0513 -3.1646
O -0.6532 -4.3838 -0.2411
H 0.0721 0.7348 3.3498
O 2.6777 -2.1937 0.8257
H -1.5434 -0.9157 0.5302
O -1.7599 -4.3831 -2.8661
H 2.6170 0.7810 3.0531
H -2.5326 -1.7402 -1.4778
H -0.5807 1.0059 -3.7287
O -3.8470 0.5527 -2.3550
H -0.9425 -4.9821 0.4481
O 0.8024 0.2107 0.2112
H 2.8162 0.2120 -0.3576
H -2.0062 0.4857 1.0898
H 2.3618 0.5682 -2.6515
H -0.0770 -0.0151 0.5614
H -1.4263 -0.7789 3.5543
```

orbital gap = 0.3308 Eh
energy above the lowest of the compared OMol25 structures with the same formula, charge and spin = 2.3726 eV
total charge = -1



Entry from OMol25: a cluster of 21 separate species, H42O21 in total at a distorted geometry (wB97M-V/def2-TZVPD).

```
63
Properties=species:S:1:pos:R:3
O 2.5781 3.1661 1.3155
O 1.4535 -2.3020 -2.9259
H -0.2379 -3.2583 2.4976
H 4.1926 0.2436 0.2910
H 1.2081 0.9063 -3.6506
H -1.2632 -3.9920 -2.4948
H 0.8239 -2.5323 0.2036
H -0.3608 3.8503 -1.4487
O -0.0034 1.6017 -0.1920
O -0.9423 3.9319 -2.2162
O -4.1912 1.7495 -2.6770
O 2.9838 0.5867 -2.8351
H 1.9805 -1.2175 2.3281
H -1.2139 -4.9746 -1.3363
H -2.1599 0.0662 2.3722
H -4.4637 -1.8752 2.1741
H -3.1131 -2.2927 2.9588
H -3.7475 1.0968 -3.1968
H 0.6012 1.8015 0.5245
H 0.5568 0.8930 3.6762
O -0.9980 -2.9455 2.0141
O 2.3243 -0.3037 2.1026
O -0.9863 3.3811 1.3002
O 0.6659 1.2491 4.5655
O 2.6668 -3.3219 2.3584
H -2.9892 -2.9222 -1.1653
H 5.4942 0.2251 -0.1327
H -1.3505 0.9191 1.2807
H 1.3888 -2.1851 -1.9394
O 0.2201 0.8366 -3.7075
H 2.1735 4.8916 0.2972
H -0.8025 3.0460 -2.5609
H -0.9724 3.2121 0.3173
H 2.4883 4.7211 -1.2856
H -0.0646 0.4649 -2.8529
H 2.6748 -0.2606 -2.4650
H 0.4742 1.0548 -0.8123
O -3.5261 -2.3505 -0.5671
H -3.4852 0.3911 -0.5373
O 4.8549 -0.4597 0.1458
O -4.0147 -2.0302 2.9972
H -0.2384 1.2239 4.8797
H 2.4318 -0.1898 1.1532
H -2.9336 -0.5445 -1.4931
H 1.7816 3.4746 0.8823
H 2.4527 -4.2431 2.5008
H -1.5583 4.0925 1.6104
O -1.8350 -4.5184 -1.9172
H 1.1649 -3.6137 -0.8732
O -0.5466 -0.8984 0.3012
H 3.2901 0.5665 -3.7359
H -0.4931 -0.1004 0.9897
H 3.6276 -3.1838 2.4907
H 2.3072 2.6948 2.1048
H -3.7840 2.4417 -2.1689
H 0.6737 -1.9647 -3.3596
O -2.6532 0.2695 -1.0094
O 1.4729 -2.7870 -0.4521
H -1.4745 -0.6653 -0.1207
H -0.6956 -2.2881 1.3701
O -1.3700 0.5630 2.1733
H -4.3315 -2.8598 -0.4936
O 1.8492 4.9784 -0.6129
```

orbital gap = 0.3878 Eh
energy above the lowest of the compared OMol25 structures with the same formula, charge and spin = 7.6600 eV